The following is a DFT calculation (ωB97M-V/def2-TZVPD) of a 2-piece molecular cluster, C4H5NO2 overall.

Last column: natural (NBO) charge in e.
Positions of all 12 atoms, in Å:
1 O 0.235 -2.175 -1.583  -0.49
2 C 0.313 -1.245 -0.834  0.66
3 N -0.307 -1.186 0.465  -0.63
4 C -0.210 -0.064 1.169  0.17
5 C 0.625 0.824 0.248  -0.06
6 O 1.934 0.277 0.089  -0.44
7 C 0.997 0.090 -0.966  -0.08
8 H -0.767 -2.017 0.819  0.42
9 H -2.075 1.302 1.289  0.00
10 H -2.535 1.777 0.941  -0.02
11 H 0.559 1.906 0.299  0.22
12 H 1.231 0.511 -1.937  0.23

Calculated values
Energy above the lowest of the compared OMol25 structures with the same formula, charge and spin (eV): 4.403
E_HOMO (Eh): -0.337
DFT total energy (a.u.): -360.50762
Multiplicity: 1

---

The following is a DFT calculation (ωB97M-V/def2-TZVPD) of a 3-piece molecular cluster, C3H9O4S overall at a distorted geometry.

Last column: natural (NBO) charge in e.
Positions of all 17 atoms, in Å:
1 O -1.102 -0.053 1.670  -0.81
2 C 0.115 -0.192 1.600  0.80
3 O 0.978 -0.184 2.470  -0.75
4 C 0.532 -0.239 0.064  -0.61
5 C -0.443 -0.660 -0.926  -0.46
6 S -0.785 0.493 -2.383  -0.12
7 H 1.417 -0.816 -0.160  0.18
8 H 1.056 0.700 -0.151  0.23
9 H -1.400 -0.978 -0.421  0.25
10 H -0.045 -1.656 -1.549  0.18
11 H 0.470 0.839 -2.736  0.12
12 H -3.015 -0.154 0.987  0.49
13 H -3.313 -0.295 2.399  0.48
14 O -3.771 0.080 1.630  -0.98
15 H 3.581 1.481 -0.381  0.47
16 H 2.654 0.414 -0.956  0.47
17 O 3.072 1.222 -1.158  -0.95

Calculated values
Energy above the lowest of the compared OMol25 structures with the same formula, charge and spin (eV): 1.533
E_HOMO (Eh): -0.179
DFT total energy (a.u.): -818.89155
Multiplicity: 1
Total charge: -1

---

The following is a DFT calculation (ωB97M-V/def2-TZVPD) of the molecule C5H6N2 at a distorted geometry.

Last column: natural (NBO) charge in e.
Positions of all 13 atoms, in Å:
1 C 0.466 1.274 -1.289  -0.34
2 C 0.508 0.335 -0.339  0.05
3 C 1.511 -0.397 0.404  -0.27
4 N 0.471 0.323 1.210  -0.37
5 C -0.698 -0.399 1.445  -0.16
6 C -1.349 -0.567 0.272  0.29
7 N -2.435 -0.534 -0.333  -0.62
8 H -0.373 1.951 -1.366  0.21
9 H 1.206 1.303 -2.077  0.21
10 H 1.482 -1.482 0.422  0.21
11 H 2.499 0.033 0.536  0.21
12 H -0.869 -0.906 2.385  0.22
13 H -2.421 -0.934 -1.270  0.36

Calculated values
Energy above the lowest of the compared OMol25 structures with the same formula, charge and spin (eV): 5.570
E_HOMO (Eh): -0.297
DFT total energy (a.u.): -303.43137
Multiplicity: 1
SMILES: C=C1CN1C=C=N

---

The following is a DFT calculation (ωB97M-V/def2-TZVPD) of C43H72GeN6O4P3SY as an isolated structure.

Last column: Mulliken spin population.
Positions of all 131 atoms, in Å:
1 Y -0.788 -1.562 0.190  -0.01
2 C -2.483 1.696 4.681  0.00
3 C -1.631 0.722 3.865  0.00
4 C -0.167 1.150 3.872  0.00
5 P -2.179 0.385 2.125  -0.01
6 C -1.963 1.935 1.125  0.00
7 N -0.600 2.333 0.857  0.00
8 Ge 0.564 1.106 -0.043  0.00
9 N 0.862 1.538 -1.890  0.01
10 C 0.278 0.675 -2.906  0.00
11 P -1.399 0.061 -2.426  0.00
12 C -2.529 1.500 -2.822  0.00
13 C -2.072 2.829 -2.206  0.00
14 C -2.766 1.759 -4.312  0.00
15 C -1.806 -1.253 -3.687  0.00
16 C -3.314 -1.541 -3.726  0.00
17 C -1.211 -1.069 -5.087  0.00
18 C 1.177 2.844 -2.256  -0.01
19 C 1.144 3.372 -3.547  0.00
20 C 1.330 4.736 -3.757  0.00
21 C 1.548 5.599 -2.697  0.00
22 C 1.661 5.072 -1.420  0.00
23 C 1.519 3.711 -1.222  -0.01
24 N 1.801 3.053 0.043  0.01
25 C 1.251 3.771 1.184  0.06
26 C 1.946 4.759 1.858  -0.02
27 C 1.308 5.510 2.832  0.00
28 C -0.031 5.269 3.090  0.00
29 C -0.716 4.251 2.437  0.00
30 C -0.071 3.452 1.492  0.00
31 C 3.193 2.752 0.203  0.19
32 C 4.213 3.465 -0.378  -0.09
33 C 5.534 3.193 -0.020  0.23
34 C 5.830 2.217 0.944  -0.04
35 C 4.830 1.460 1.490  0.14
36 C 3.476 1.652 1.076  0.13
37 N 2.441 0.875 1.369  0.44
38 C 2.610 -0.214 2.305  -0.08
39 P 1.755 -1.762 1.778  0.01
40 C 1.723 -2.707 3.369  0.00
41 C 3.029 -2.654 4.168  0.00
42 C 0.556 -2.250 4.252  0.00
43 C 3.032 -2.632 0.693  0.00
44 C 3.312 -4.089 1.083  0.00
45 C 4.356 -1.885 0.531  0.01
46 C -4.031 0.314 2.333  0.00
47 C -4.520 -1.066 2.792  0.00
48 C -4.863 0.861 1.170  0.00
49 H -1.930 1.977 5.579  0.00
50 H -3.426 1.264 5.013  0.00
51 H -2.698 2.615 4.134  0.00
52 H -1.706 -0.266 4.336  0.00
53 H -0.073 2.221 3.704  0.00
54 H 0.385 0.644 3.083  0.00
55 H 0.294 0.926 4.836  0.00
56 H -2.526 2.760 1.560  0.00
57 H -2.487 1.704 0.191  0.00
58 H 0.920 -0.169 -3.169  0.00
59 H 0.127 1.221 -3.835  0.00
60 H -3.486 1.218 -2.362  0.00
61 H -1.305 3.285 -2.832  0.00
62 H -1.666 2.765 -1.203  0.00
63 H -2.921 3.516 -2.192  0.00
64 H -1.828 1.983 -4.824  0.00
65 H -3.396 2.645 -4.410  0.00
66 H -3.262 0.949 -4.839  0.00
67 H -1.342 -2.145 -3.262  0.00
68 H -3.925 -0.664 -3.932  0.00
69 H -3.658 -2.003 -2.798  0.00
70 H -3.522 -2.267 -4.515  0.00
71 H -1.671 -0.255 -5.640  0.00
72 H -1.375 -1.981 -5.666  0.00
73 H -0.136 -0.888 -5.059  0.00
74 H 0.970 2.748 -4.412  0.00
75 H 1.289 5.121 -4.768  0.00
76 H 1.658 6.662 -2.862  0.00
77 H 1.871 5.721 -0.578  0.00
78 H 2.982 4.957 1.608  0.00
79 H 1.842 6.288 3.360  0.00
80 H -0.558 5.871 3.818  0.00
81 H -1.753 4.091 2.691  0.00
82 H 4.000 4.257 -1.081  0.01
83 H 6.334 3.772 -0.462  0.00
84 H 6.856 2.057 1.249  0.00
85 H 5.083 0.705 2.218  -0.01
86 H 2.194 0.076 3.271  0.01
87 H 3.649 -0.462 2.494  0.01
88 H 1.540 -3.737 3.053  0.00
89 H 3.179 -1.665 4.604  0.00
90 H 3.906 -2.896 3.571  0.00
91 H 2.984 -3.364 4.996  0.00
92 H 0.792 -1.310 4.754  0.00
93 H 0.355 -2.987 5.031  0.00
94 H -0.360 -2.069 3.682  0.00
95 H 2.551 -2.644 -0.289  0.00
96 H 3.917 -4.153 1.986  0.00
97 H 3.891 -4.560 0.285  0.00
98 H 2.413 -4.678 1.242  0.00
99 H 4.921 -1.856 1.465  0.00
100 H 4.227 -0.865 0.169  0.00
101 H 4.976 -2.415 -0.195  0.00
102 H -4.202 0.995 3.166  0.00
103 H -4.812 -1.697 1.949  0.00
104 H -5.412 -0.957 3.409  0.00
105 H -3.777 -1.603 3.385  0.00
106 H -4.709 0.310 0.242  0.00
107 H -4.663 1.914 0.973  0.00
108 H -5.921 0.776 1.421  0.00
109 O -3.168 -1.526 -0.215  0.00
110 H -3.859 -2.125 0.094  0.00
111 H -3.518 -1.068 -0.989  0.00
112 O 0.246 -3.894 0.364  0.00
113 H 0.712 -4.206 -0.421  0.00
114 H -0.364 -4.603 0.601  0.00
115 O -1.905 -3.122 1.775  0.00
116 H -2.484 -3.832 1.465  0.00
117 H -1.688 -3.318 2.695  0.00
118 O 0.581 -2.245 -1.723  0.00
119 H 0.313 -3.041 -2.264  0.00
120 H 1.408 -1.893 -2.068  0.00
121 S -2.341 -4.316 -1.503  0.00
122 C -1.389 -5.016 -2.689  0.00
123 N -1.903 -6.073 -3.403  0.00
124 C -1.248 -6.709 -4.390  0.00
125 C 0.009 -6.299 -4.725  0.00
126 C 0.519 -5.229 -3.993  0.00
127 N -0.140 -4.613 -3.019  0.00
128 H -2.839 -6.367 -3.147  0.00
129 H -1.771 -7.526 -4.870  0.00
130 H 0.574 -6.777 -5.510  0.00
131 H 1.513 -4.854 -4.210  0.00

Calculated values
E_HOMO (alpha / beta) (Eh): -0.505 / -0.506
DFT total energy (a.u.): -5848.04434
Multiplicity: 2
Total charge: +3

---

The following is a DFT calculation (ωB97M-V/def2-TZVPD) of a 10-piece molecular cluster, C50H73F12N2O28S2 overall at a distorted geometry.

Last column: Löwdin charge in e.
Positions of all 167 atoms, in Å:
1 C -5.386 2.142 -5.403  -0.14
2 C -5.976 1.586 -3.962  -0.25
3 C -4.789 0.896 -3.050  -0.22
4 C -4.468 1.727 -1.653  -0.19
5 C -2.882 1.362 -1.283  -0.21
6 C -2.683 1.570 0.331  -0.20
7 C -2.725 3.214 0.636  -0.14
8 C -1.242 3.550 1.333  -0.21
9 N -0.197 3.575 0.242  -0.20
10 C 0.182 4.977 -0.183  -0.21
11 C -1.080 5.976 -0.494  -0.15
12 C -0.443 7.304 -1.280  -0.19
13 C -1.075 7.364 -2.802  -0.21
14 C -0.613 6.125 -3.774  -0.20
15 C -1.939 5.259 -4.271  -0.21
16 C -1.576 3.708 -4.698  -0.25
17 C -1.396 3.486 -6.324  -0.14
18 C 1.098 2.907 0.642  -0.92
19 S 2.065 2.273 -0.638  0.57
20 S 1.787 2.727 2.374  0.80
21 C 1.323 0.935 2.849  -0.42
22 C 2.212 -0.150 1.997  -0.23
23 C 1.379 -0.997 0.867  -0.15
24 N 2.085 -2.227 0.337  0.00
25 C 3.366 -1.952 -0.420  -0.06
26 C 3.168 -1.258 -1.891  -0.18
27 O 4.525 -0.778 -2.316  -0.06
28 C 2.526 -2.266 -3.038  -0.14
29 F 3.023 -1.810 -4.390  0.03
30 F 1.048 -1.997 -3.060  0.00
31 F 2.841 -3.709 -2.786  0.02
32 H -6.179 1.949 -6.267  0.08
33 H -4.409 1.561 -5.690  0.07
34 H -5.190 3.302 -5.400  0.08
35 H -6.552 2.421 -3.367  0.10
36 H -6.793 0.760 -4.235  0.11
37 H -5.081 -0.231 -2.857  0.11
38 H -3.780 0.893 -3.674  0.10
39 H -4.602 2.896 -1.838  0.12
40 H -5.179 1.405 -0.757  0.10
41 H -2.141 2.067 -1.869  0.11
42 H -2.730 0.220 -1.571  0.10
43 H -3.458 0.976 0.979  0.11
44 H -1.598 1.153 0.605  0.08
45 H -2.916 3.821 -0.346  0.09
46 H -3.623 3.413 1.390  0.12
47 H -1.328 4.583 1.914  0.13
48 H -1.093 2.726 2.151  0.10
49 H 0.789 4.877 -1.203  0.10
50 H 0.949 5.406 0.602  0.14
51 H -1.894 5.540 -1.213  0.09
52 H -1.521 6.305 0.564  0.12
53 H 0.724 7.150 -1.419  0.08
54 H -0.592 8.288 -0.655  0.12
55 H -0.743 8.409 -3.272  0.12
56 H -2.262 7.339 -2.681  0.12
57 H -0.123 6.608 -4.746  0.12
58 H 0.205 5.418 -3.319  0.10
59 H -2.673 5.211 -3.347  0.09
60 H -2.407 5.818 -5.201  0.12
61 H -2.506 3.051 -4.359  0.08
62 H -0.598 3.288 -4.176  0.11
63 H -0.279 3.738 -6.630  0.08
64 H -1.573 2.343 -6.610  0.08
65 H -2.186 4.094 -6.964  0.07
66 H 0.183 0.704 2.599  0.09
67 H 1.410 0.795 4.029  0.10
68 H 2.635 -0.928 2.796  0.12
69 H 3.144 0.426 1.575  0.10
70 H 1.038 -0.367 -0.069  0.12
71 H 0.369 -1.349 1.395  0.16
72 H 1.405 -2.695 -0.333  0.17
73 H 2.305 -2.839 1.167  0.17
74 H 4.081 -1.275 0.243  0.17
75 H 3.947 -2.984 -0.561  0.16
76 H 2.475 -0.308 -1.873  0.12
77 H 4.660 0.171 -1.963  0.14
78 C 3.753 -0.793 7.407  -0.06
79 C 4.236 -1.171 6.048  -0.32
80 O 3.603 -0.238 5.202  0.11
81 C 3.433 0.877 5.967  -0.50
82 O 3.173 1.981 5.520  0.13
83 O 3.598 0.608 7.299  0.09
84 F 3.809 -2.409 5.712  0.08
85 H 2.788 -1.247 7.655  0.13
86 H 4.472 -1.049 8.190  0.16
87 H 5.322 -1.104 5.923  0.18
88 C 2.200 -6.918 0.677  -0.05
89 C 2.797 -5.678 0.104  -0.32
90 O 3.372 -5.042 1.223  0.11
91 C 3.704 -6.054 2.074  -0.48
92 O 4.465 -5.931 3.019  0.15
93 O 3.087 -7.226 1.733  0.08
94 F 1.838 -4.869 -0.399  0.06
95 H 1.195 -6.757 1.082  0.16
96 H 2.158 -7.734 -0.050  0.16
97 H 3.567 -5.859 -0.653  0.19
98 C 4.245 6.682 -1.894  -0.07
99 C 4.918 7.255 -0.694  -0.33
100 O 4.410 8.568 -0.627  0.15
101 C 3.168 8.497 -1.181  -0.50
102 O 2.313 9.358 -1.059  0.15
103 O 2.992 7.336 -1.885  0.04
104 F 6.256 7.325 -0.878  0.08
105 H 4.770 6.915 -2.826  0.15
106 H 4.121 5.598 -1.823  0.14
107 H 4.697 6.727 0.240  0.18
108 C -0.889 -3.341 8.243  -0.07
109 C -0.177 -3.376 6.934  -0.33
110 O 1.138 -2.992 7.263  0.11
111 C 1.316 -3.405 8.550  -0.50
112 O 2.404 -3.500 9.094  0.15
113 O 0.127 -3.708 9.154  0.09
114 F -0.688 -2.459 6.082  0.08
115 H -1.261 -2.342 8.496  0.15
116 H -1.724 -4.046 8.281  0.15
117 H -0.164 -4.362 6.456  0.18
118 C -5.521 4.517 -10.424  -0.07
119 C -4.722 5.410 -9.538  -0.33
120 O -4.269 4.546 -8.520  0.12
121 C -4.176 3.321 -9.111  -0.50
122 O -3.565 2.377 -8.637  0.13
123 O -4.845 3.281 -10.303  0.08
124 F -5.505 6.357 -8.975  0.08
125 H -6.556 4.399 -10.085  0.15
126 H -5.528 4.860 -11.462  0.15
127 H -3.863 5.880 -10.030  0.18
128 C 5.702 -6.244 6.124  -0.09
129 C 6.501 -5.351 7.011  -0.33
130 O 6.953 -6.215 8.028  0.15
131 C 7.046 -7.440 7.438  -0.50
132 O 7.657 -8.383 7.911  0.16
133 O 6.377 -7.480 6.245  0.07
134 F 5.718 -4.404 7.573  0.07
135 H 4.667 -6.361 6.463  0.15
136 H 5.694 -5.901 5.086  0.12
137 H 7.359 -4.881 6.518  0.18
138 C -2.932 -4.358 -3.221  -0.07
139 C -2.133 -3.465 -2.335  -0.33
140 O -1.681 -4.329 -1.318  0.13
141 C -1.588 -5.554 -1.908  -0.50
142 O -0.977 -6.498 -1.434  0.14
143 O -2.257 -5.594 -3.101  0.09
144 F -2.916 -2.518 -1.772  0.07
145 H -3.967 -4.476 -2.882  0.15
146 H -2.940 -4.015 -4.259  0.15
147 H -1.275 -2.995 -2.827  0.16
148 C 4.428 -9.819 3.539  -0.08
149 C 3.839 -10.909 4.367  -0.33
150 O 4.105 -12.073 3.618  0.15
151 C 5.249 -11.799 2.931  -0.50
152 O 5.942 -12.644 2.390  0.15
153 O 5.530 -10.460 2.928  0.08
154 F 2.499 -10.766 4.470  0.08
155 H 3.743 -9.458 2.764  0.13
156 H 4.755 -8.968 4.143  0.14
157 H 4.282 -11.004 5.365  0.18
158 C -9.282 2.375 0.401  -0.07
159 C -8.570 2.340 -0.908  -0.33
160 O -7.254 2.724 -0.578  0.11
161 C -7.076 2.311 0.708  -0.50
162 O -5.988 2.216 1.252  0.12
163 O -8.265 2.008 1.313  0.08
164 F -9.081 3.257 -1.760  0.08
165 H -9.653 3.374 0.654  0.15
166 H -10.116 1.670 0.440  0.15
167 H -8.557 1.354 -1.386  0.18

Calculated values
E_HOMO (Eh): -0.404
DFT total energy (a.u.): -6159.42016
Multiplicity: 1
Total charge: +1

---

The following is a DFT calculation (ωB97M-V/def2-TZVPD) of a 5-piece molecular cluster, CH12O4S2 overall at a distorted geometry.

Last column: natural (NBO) charge in e.
Positions of all 19 atoms, in Å:
1 C -3.319 2.251 -0.362  -0.79
2 S -2.049 1.778 -1.512  0.05
3 S -0.787 3.221 -2.054  -0.11
4 H -2.984 1.998 0.652  0.23
5 H -4.235 1.744 -0.639  0.24
6 H -3.477 3.310 -0.131  0.25
7 H -0.104 3.316 -0.888  0.13
8 O 0.107 -0.793 -1.849  -0.95
9 H -0.301 -0.112 -2.377  0.48
10 H -0.672 -1.289 -1.566  0.48
11 O 0.877 -2.947 3.466  -0.95
12 H 1.545 -3.640 3.459  0.46
13 H 0.956 -2.591 2.571  0.48
14 O 2.733 -2.223 1.300  -0.97
15 H 2.601 -1.513 0.637  0.49
16 H 2.718 -3.011 0.740  0.46
17 O 2.125 0.139 -0.104  -0.97
18 H 1.576 -0.353 -0.738  0.50
19 H 2.691 0.714 -0.605  0.48

Calculated values
Energy above the lowest of the compared OMol25 structures with the same formula, charge and spin (eV): 0.904
E_HOMO (Eh): -0.338
DFT total energy (a.u.): -1142.60766
Multiplicity: 1
SMILES: CSS.O.O.O.O